Arrangement w

This record from OMol25 describes C18H18N6O3S in the gas phase. The level of theory is ωB97M-V/def2-TZVPD.

Cartesian coordinates (Å):
C: 4.52879 -0.16456 -1.65052
H: -3.80831 2.01845 -0.32537
H: 6.69625 -2.01759 2.25417
C: 7.43159 -1.19106 0.49863
C: -6.60744 -2.02801 -1.76924
H: 8.39520 -2.18431 1.98684
C: 3.60899 0.28070 -0.70378
O: -2.16234 3.46572 -0.06663
H: 3.20874 0.58844 1.38582
C: -3.73232 1.03543 0.10737
H: -5.89197 -1.29493 -2.13337
S: 1.43565 2.26398 0.97559
H: 0.28104 4.11894 -0.00685
H: -7.53500 -2.63416 0.08245
H: 5.38871 -0.23167 2.10834
N: 2.37683 0.75676 -1.16282
H: -6.21606 -3.02081 -1.97659
H: -0.68465 1.10883 1.40609
H: -0.01148 3.94750 1.73691
C: -2.48755 -0.60610 1.33439
C: 0.04283 3.41138 0.78697
C: 1.41910 1.55557 -0.60086
N: 7.50962 -1.79291 1.71107
C: 5.14977 -0.23676 1.05545
C: 3.91892 0.24554 0.65014
N: 1.92905 0.47510 -2.40242
C: -4.78128 0.14205 -0.01938
N: 0.45776 1.72680 -1.48334
H: -5.66181 0.46497 -0.55109
H: 6.48960 -0.96978 -1.95140
C: -1.32538 2.78981 0.48166
H: -3.47206 -2.48333 1.63553
H: 4.26479 -0.12843 -2.69541
C: 5.75514 -0.63664 -1.23465
H: -7.26936 -0.88359 -0.04356
H: -1.59187 -0.90413 1.86222
C: -4.69705 -1.13322 0.52965
N: -1.47825 1.52913 0.93754
C: -6.83926 -1.86708 -0.26959
O: -5.66752 -2.08655 0.49030
H: -7.54646 -1.90005 -2.30065
C: -2.57670 0.67047 0.78296
C: 6.07523 -0.68717 0.12026
N: 0.81741 1.04709 -2.55858
O: 8.39509 -1.06571 -0.22480
C: -3.53200 -1.49408 1.21053

E_LUMO, eV: -0.13
SMILES: CCOc1ccc(NC(=O)CSc2nnnn2-c2ccc(C(N)=O)cc2)cc1
HOMO level, eV: -7.942

Arrangement x

This record from OMol25 describes C18H18N6O3S in the gas phase. The level of theory is ωB97M-V/def2-TZVPD.

Cartesian coordinates (Å):
N: 1.51422 -0.55770 -0.27511
C: -2.40266 -1.91946 -0.39451
N: -4.88530 0.66415 -0.76729
H: -6.81041 1.43841 2.60122
H: 2.96282 3.53079 -1.69021
H: -3.68371 -0.63179 1.98993
N: -3.29841 -1.03341 -0.90452
N: -0.47748 -0.23158 -1.15157
C: 3.30604 1.40899 0.64294
O: -2.23733 -2.12679 0.78260
C: 4.27700 -2.72906 0.82933
C: -1.65153 -2.69715 -1.47105
C: 2.71771 -1.01102 0.23743
H: -1.70359 -2.22364 -2.44923
H: -5.32762 1.07402 3.50751
C: 3.61091 -0.03436 0.69919
C: 0.38695 -1.14265 -0.80664
S: 0.09286 -2.84016 -0.98968
C: 1.21096 0.78835 -0.33838
C: 3.05609 -2.35828 0.30029
H: 1.31710 3.03682 -2.12850
H: 1.66544 5.46247 -2.56698
C: 1.90618 3.64223 -1.43741
H: 2.28058 3.69366 0.69470
C: -5.72724 1.54618 2.61571
N: 2.07350 1.73442 0.11250
C: -4.08847 -0.18391 -0.15860
C: 4.83758 -0.43444 1.22697
H: 0.44401 5.22300 -1.31704
O: 4.06852 2.26843 1.03367
H: 4.53440 -3.77588 0.87834
O: -5.53702 1.35234 0.20122
C: 5.16903 -1.77116 1.29413
C: 1.49812 5.10406 -1.55477
H: 0.61838 3.19683 0.23885
H: -3.31526 -0.84034 -1.89536
H: -2.02379 -3.72105 -1.51743
H: 5.50849 0.33535 1.57639
H: 6.11965 -2.07294 1.70536
H: 2.36576 -3.10360 -0.06121
H: 2.07929 5.71840 -0.87114
H: -5.49694 2.61020 2.63511
C: -5.13644 0.91969 1.40902
C: 1.67718 3.12709 -0.01768
C: -4.20927 -0.06926 1.25057
N: 0.03267 0.98040 -0.85907

E_LUMO, eV: 0.15
SMILES: CCCn1c(=O)c2ccccc2n2c(SCC(=O)Nc3cc(C)on3)nnc12
HOMO level, eV: -8.414

Q: Which of them is the most stable? A: arrangement x.

Arrangement w

This record from OMol25 describes 2 unconnected molecules or ions with the total composition CH7NS2. The level of theory is ωB97M-V/def2-TZVPD.

Cartesian coordinates (Å):
N: 0.07229 -0.38713 -1.54603
H: 1.63446 0.88112 -2.30206
H: 0.27946 1.68344 -1.40126
H: 0.58761 -1.22266 -1.32100
H: -0.46835 -0.50661 -2.38947
S: -1.62894 -0.75807 1.95502
H: -0.46284 -0.04285 4.27053
C: 0.90319 0.78350 -1.49907
H: 1.63481 0.87909 -0.63619
S: -1.59612 -0.73234 4.10722
H: -0.95558 -0.57749 0.76230

E_LUMO, eV: -0.96
SMILES: CN.SS
HOMO level, eV: -8.391

Arrangement x

This record from OMol25 describes 2 unconnected molecules or ions with the total composition CH7NS2. The level of theory is ωB97M-V/def2-TZVPD.

Cartesian coordinates (Å):
H: 1.34451 -2.00154 1.09546
H: 1.35379 0.71641 -0.01112
H: -3.73505 0.96489 -2.65679
C: 1.90082 -1.04005 0.91363
N: 0.83175 -0.13180 0.28605
S: -2.83042 1.36854 -0.17251
H: 2.76515 -1.08004 0.11364
S: -2.72382 0.33214 -2.06895
H: 2.48427 -0.64052 1.78868
H: -1.48633 1.46664 -0.21208
H: 0.09532 0.04532 0.92398

E_LUMO, eV: 0.05
SMILES: CN.SS
HOMO level, eV: -8.904

Q: Which of them is the most stable? A: arrangement x.

Arrangement w

This record from OMol25 describes 2 unconnected molecules or ions with the total composition C4H13NPS. The level of theory is ωB97M-V/def2-TZVPD.

Cartesian coordinates (Å):
H: -2.33356 -1.25499 1.27702
H: 0.04588 2.75438 -1.59294
C: -1.62210 -0.79958 1.93946
C: 0.47939 -2.62083 -0.32445
H: 0.82850 2.18491 1.13146
P: 0.14791 -0.00306 0.30036
H: -1.42960 2.49228 -0.59760
H: 2.01330 1.49586 -0.00532
H: 1.25543 -3.38348 -0.34607
H: -0.31493 -2.95216 0.34731
H: 1.90715 0.89535 1.66991
H: 0.06688 -2.51303 -1.33027
H: -1.52439 2.46605 -2.36895
S: -0.62129 0.43016 -1.60207
C: 1.33974 1.27705 0.82448
H: 2.04692 -1.30953 0.18942
C: -0.90342 2.22858 -1.51000
H: -1.93650 0.11090 2.41659
N: 1.04200 -1.36872 0.16411
H: -1.01829 -1.45924 2.53548

E_LUMO, eV: -4.56
Net charge: +1
HOMO level, eV: -13.254

Arrangement x

This record from OMol25 describes a gas-phase ion, C4H13NPS (charge +1). The level of theory is ωB97M-V/def2-TZVPD.

Cartesian coordinates (Å):
H: -1.74628 1.27375 0.62585
P: -2.02923 -2.93466 -0.56729
H: -1.12512 1.49426 2.09654
H: 1.85039 2.22888 1.14388
H: 1.37790 -0.51016 -1.76828
C: 0.82521 -1.08978 -0.98605
H: 0.51857 0.31681 1.62803
H: -0.75031 -3.46744 -0.60446
H: 2.42589 0.91605 0.10785
H: -0.51981 2.67625 0.91573
H: 0.19460 -1.92575 -1.62474
H: 1.28983 2.22975 -0.45915
C: -0.07173 -0.23414 -0.38018
C: 1.58980 1.53792 0.37583
H: -0.78474 0.28510 -1.09074
N: 0.30812 0.70519 0.71668
S: -1.56994 -1.35400 0.65884
H: 1.40905 -1.64298 -0.19768
C: -0.79710 1.62332 1.11293
H: -2.39510 -2.12836 -1.70358

E_LUMO, eV: -3.24
SMILES: C[C@@H](SP)[NH+](C)C
Net charge: +1
HOMO level, eV: -12.969

Q: Which of them is the most stable? A: arrangement w.

Arrangement w

This record from OMol25 describes C12H15P in the gas phase. The level of theory is ωB97M-V/def2-TZVPD.

Cartesian coordinates (Å):
C: 0.06736 1.54113 0.24546
C: -1.92290 0.07384 0.78251
C: -3.25162 -0.19247 0.55272
H: 3.03489 2.63946 -0.05658
C: 1.18804 1.91307 0.42880
C: 3.12062 0.61546 0.78926
C: 2.53759 2.07073 0.77699
H: -3.83796 2.04830 -1.91484
C: -2.07182 1.88641 -0.81724
H: -4.84618 -0.09897 -0.82366
H: -1.63624 2.79362 -1.26562
H: -1.14294 -1.51116 -1.28207
H: 0.31850 -0.59615 1.54885
H: 3.12218 0.09225 -0.15270
P: -1.03350 -1.17545 1.85217
H: -1.95108 -3.16927 0.59058
H: -3.83981 -1.06100 1.06968
H: 0.51939 -1.68976 -0.72718
H: -0.29207 -3.03822 -1.33467
C: -1.36054 1.13681 0.12180
C: -3.95893 0.39606 -0.48756
H: 2.74074 2.57489 1.82706
H: 4.20137 0.58328 1.18315
C: -0.47595 -2.13335 -0.73191
C: -3.32567 1.46065 -1.17409
H: 2.58483 -0.13033 1.43568
C: -1.06141 -2.54489 0.60950
H: -0.18074 -3.21041 1.09161

E_LUMO, eV: 0.85
SMILES: CCC#Cc1ccccc1PCC
HOMO level, eV: -8.421

Arrangement x

This record from OMol25 describes a molecular structure, C12H15P. The level of theory is ωB97M-V/def2-TZVPD.

Cartesian coordinates (Å):
H: 0.50973 -1.46799 -1.41887
H: 3.14338 0.90839 -1.51980
C: 1.09696 -0.44500 0.61371
C: -1.00905 0.71967 0.17155
C: 0.44485 -1.48841 -0.28316
C: 0.17275 -3.02315 0.21384
H: 3.23360 -0.04301 1.18371
H: 3.03511 1.81868 -0.02066
H: 1.21583 -3.39724 0.10917
C: -3.89945 0.17574 -0.11176
C: 1.13347 1.45545 -0.81693
H: 0.68569 1.01957 -1.64862
C: 2.56660 1.10322 -0.60018
H: 3.06389 -0.93298 -0.37500
H: 0.71639 1.53871 1.28963
P: -2.89783 -1.23513 -0.29643
H: 0.93994 -0.83705 1.66289
H: -0.29923 -2.91349 1.13902
H: -0.50971 -3.36904 -0.50689
H: -4.10237 2.10322 0.50452
C: -3.37676 1.36381 0.26159
C: -2.02159 1.63933 0.43457
C: 2.54937 -0.18769 0.25602
C: 0.51739 0.95399 0.40019
H: -4.93181 -0.15356 0.01471
H: -1.67824 2.73217 0.52356
H: 1.02856 2.56504 -0.97612
C: -1.32746 -0.60325 -0.20430

E_LUMO, eV: 0.64
HOMO level, eV: -8.645

Q: Which of them is the most stable? A: arrangement x.

Arrangement w

This record from OMol25 describes a molecular structure, C8H8N4O4. The level of theory is ωB97M-V/def2-TZVPD.

Cartesian coordinates (Å):
H: 0.35977 0.51031 1.67320
H: -3.19779 -1.73400 2.30004
H: 1.99944 0.59924 -3.46049
N: 0.94929 0.33532 -1.70662
O: -0.21424 -0.24308 0.00061
C: 2.15914 0.45801 -2.38859
N: -2.87690 1.05390 0.46456
H: -3.36075 1.50723 -0.30766
C: -1.42763 -0.45994 2.18587
H: 0.17476 1.12147 -1.86827
C: 3.33535 -0.05875 -1.90568
O: -1.00053 1.77686 -0.65324
H: -0.90187 -1.16465 2.92088
H: 2.28981 -1.65943 0.71962
N: 2.06914 -1.20492 -0.21663
O: -4.73997 -0.37255 0.80107
C: -3.55091 -0.07908 0.95372
C: 0.84577 -0.31556 -0.52955
H: 4.23447 0.23671 -2.25830
C: 3.40464 -0.46925 -0.54233
C: -0.65573 0.47523 1.46949
O: 4.34302 -0.63865 0.17899
C: -1.43589 1.15373 0.32143
N: -2.80240 -0.82817 1.84789

E_LUMO, eV: -0.58
HOMO level, eV: -7.493

Arrangement x

This record from OMol25 describes 2 unconnected molecules or ions with the total composition C8H8N4O4. The level of theory is ωB97M-V/def2-TZVPD.

Cartesian coordinates (Å):
H: 4.55323 1.03884 -0.05215
O: -4.68152 -1.41350 -2.56421
H: -2.31615 -2.67608 -4.03180
N: 3.05820 1.45247 2.92029
H: 3.34184 1.84896 3.85447
O: 0.81344 1.20124 3.39140
H: 4.83498 1.69124 2.38464
C: 1.72096 1.24622 2.52138
N: -0.89698 -0.87368 -1.25457
H: -0.12414 -1.99601 -2.97106
H: -0.07872 -0.86875 -0.72543
H: 0.61748 0.55551 1.05553
C: 3.84158 1.01897 0.72849
C: -1.93007 -0.56191 -0.38490
N: -3.20717 -0.66089 -1.20556
C: 2.46019 0.83464 0.28378
C: -3.48910 -1.33252 -2.37078
C: 3.95775 1.33210 2.05622
C: -1.05937 -1.60448 -2.48507
N: 1.54300 0.99337 1.19967
O: -1.79396 -0.06051 0.69120
O: 2.00799 0.20024 -0.74560
C: -2.34327 -1.80975 -3.12425
H: -4.02744 -0.13196 -0.66448

E_LUMO, eV: 0.14
SMILES: O=c1cc[nH]c(=O)[nH]1.O=c1cc[nH]c(=O)[nH]1
HOMO level, eV: -9.333

Q: Which of them is the most stable? A: arrangement x.